Entry a
Computed, not measured: a 2-piece molecular cluster, C4H5ClO overall, with ωB97M-V/def2-TZVPD.

Last column: Löwdin charge in e.
Geometry (Å):
C: -0.46 1.04 -0.11  -0.43
C: 0.06 2.05 0.54  0.06
C: -0.96 -0.28 -0.06  -0.54
C: 1.16 -2.02 -0.30  0.08
O: -0.94 0.56 -1.31  0.03
Cl: -2.39 -0.95 0.68  0.65
H: 0.16 3.00 -0.03  0.08
H: 0.20 2.10 1.62  0.07
H: 0.68 -2.01 0.68  -0.02
H: 1.85 -1.15 -0.48  0.02
H: 0.64 -2.34 -1.22  0.01

## Properties
Spin multiplicity: 1
HOMO (spin up / spin down) in eV: -9.30 / -9.24
LUMO level (spin up / spin down) in eV: -0.067 / -0.942
Net charge: 0

---

Entry b
Computed, not measured: the molecule C4H5ClO, with ωB97M-V/def2-TZVPD.

Last column: Löwdin charge in e.
Geometry (Å):
C: -2.64 -0.50 0.19  0.02
C: -1.44 -0.13 0.59  -0.14
C: -0.19 -0.72 0.01  -0.45
O: -0.28 -1.82 -0.55  0.05
C: 1.22 -0.19 0.25  -0.53
Cl: 1.45 1.51 -0.24  0.55
H: -2.67 -1.42 -0.42  0.08
H: -3.65 -0.01 0.39  0.10
H: -1.35 0.64 1.42  0.12
H: 1.89 -0.81 -0.47  0.11
H: 1.61 -0.30 1.29  0.09

## Properties
Spin multiplicity: 1
HOMO in eV: -10.11
LUMO level in eV: -0.097
Net charge: 0
SMILES: C=CC(=O)CCl

---

What should be chosen as the least stable of them? Choose entry a.

---

Entry a
Computed, not measured: a 7-piece molecular cluster, C19H56N10O7 overall, with ωB97M-V/def2-TZVPD.

Last column: Löwdin charge in e.
Geometry (Å):
C: -0.14 -5.68 -2.10  -0.12
O: -0.97 -4.52 -2.17  -0.17
C: -1.57 -4.36 -3.45  -0.20
C: -0.59 -4.13 -4.64  -0.42
C: 0.30 -2.83 -4.37  -0.04
N: -1.33 -3.88 -5.85  0.02
H: 0.02 -6.05 -1.09  0.08
H: 0.84 -5.51 -2.55  0.08
H: -0.57 -6.59 -2.51  0.09
H: -2.40 -5.04 -3.65  0.12
H: -2.04 -3.39 -3.34  0.12
H: -0.05 -5.07 -4.65  0.12
H: 0.99 -3.01 -3.55  0.06
H: -0.26 -1.92 -4.15  0.05
H: 0.98 -2.60 -5.20  0.07
H: -1.97 -4.66 -5.92  0.07
H: -0.82 -3.93 -6.72  0.07
C: 1.96 6.78 2.79  -0.07
O: 1.15 5.56 2.71  -0.21
C: -0.19 5.80 2.38  -0.20
C: -0.81 4.37 2.14  -0.42
C: 0.06 3.44 1.28  -0.08
N: -2.11 4.33 1.52  0.03
H: 1.63 7.43 3.60  0.08
H: 1.87 7.34 1.86  0.08
H: 3.01 6.58 3.00  0.08
H: -0.79 6.25 3.18  0.12
H: -0.27 6.33 1.43  0.12
H: -0.83 3.97 3.15  0.13
H: 1.13 3.42 1.49  0.06
H: -0.02 3.77 0.24  0.07
H: -0.28 2.41 1.20  0.06
H: -2.36 3.36 1.44  0.06
H: -2.04 4.63 0.55  0.07
C: 5.74 2.98 0.68  -0.10
O: 5.11 3.15 -0.61  -0.19
C: 4.39 1.92 -0.99  -0.17
C: 3.54 2.04 -2.29  -0.38
C: 2.62 3.29 -2.16  -0.03
N: 2.75 0.83 -2.46  0.03
H: 5.88 1.93 0.94  0.08
H: 5.15 3.44 1.47  0.08
H: 6.63 3.61 0.67  0.09
H: 5.05 1.07 -1.14  0.12
H: 3.89 1.64 -0.06  0.09
H: 4.22 2.08 -3.15  0.14
H: 3.23 4.15 -1.85  0.07
H: 1.82 3.08 -1.45  0.06
H: 2.11 3.61 -3.07  0.07
H: 2.29 0.84 -3.36  0.04
H: 3.54 0.21 -2.59  0.10
C: -5.59 -1.23 5.90  -0.10
O: -4.34 -0.79 5.34  -0.19
C: -4.01 -1.54 4.17  -0.21
C: -2.83 -1.10 3.31  -0.44
C: -3.03 0.31 2.79  -0.06
N: -2.44 -2.11 2.30  0.05
H: -5.55 -2.25 6.27  0.08
H: -6.26 -1.12 5.05  0.08
H: -5.86 -0.61 6.75  0.08
H: -3.96 -2.60 4.42  0.12
H: -4.83 -1.51 3.44  0.11
H: -1.92 -1.05 3.90  0.13
H: -2.14 0.44 2.17  0.06
H: -3.07 0.99 3.64  0.08
H: -3.92 0.46 2.17  0.08
H: -2.07 -2.95 2.72  -0.01
H: -1.59 -1.65 1.98  0.01
N: 0.97 -1.00 -1.07  0.17
C: 0.92 -0.59 0.17  -0.79
N: 1.66 0.43 0.44  0.19
O: 0.09 -0.96 0.93  0.04
H: 1.36 -0.30 -1.70  0.03
H: 0.38 -1.72 -1.45  0.11
H: 1.72 0.79 1.39  0.13
H: 2.23 0.77 -0.32  0.05
N: -0.62 0.56 -3.34  0.16
C: -0.15 0.82 -4.55  -0.71
N: -1.23 1.11 -5.26  0.17
O: 1.04 0.75 -4.86  0.02
H: 0.06 0.43 -2.60  0.07
H: -1.60 0.61 -3.12  0.12
H: -2.10 1.13 -4.75  0.11
H: -1.24 1.18 -6.27  0.12
N: 0.30 -3.91 2.36  0.17
C: -0.55 -4.65 3.06  -0.75
N: 0.14 -5.74 3.32  0.14
O: -1.63 -4.40 3.44  0.09
H: 1.26 -4.22 2.30  0.10
H: 0.05 -2.98 2.05  0.07
H: 1.11 -5.73 3.05  0.10
H: -0.27 -6.53 3.81  0.12

## Properties
Spin multiplicity: 1
HOMO in eV: -7.79
LUMO level in eV: 0.465
Net charge: 0
SMILES: COC[C@H](C)N.COC[C@H](C)N.COC[C@H](C)N.COC[C@H](C)N.NC(N)=O.NC(N)=O.NC(N)=O

---

Entry b
Computed, not measured: a 7-piece molecular cluster, C19H56N10O7 overall, with ωB97M-V/def2-TZVPD.

Last column: Löwdin charge in e.
Geometry (Å):
C: -5.85 4.68 3.61  -0.09
O: -4.95 4.85 2.46  -0.22
C: -3.89 3.87 2.39  -0.18
C: -2.90 4.13 1.20  -0.44
C: -3.52 3.90 -0.18  -0.05
N: -1.87 3.18 1.33  0.02
H: -6.68 5.38 3.48  0.08
H: -5.39 4.80 4.59  0.07
H: -6.17 3.65 3.69  0.07
H: -3.39 3.99 3.36  0.12
H: -4.44 2.94 2.27  0.12
H: -2.48 5.13 1.32  0.14
H: -3.00 4.41 -0.99  0.07
H: -4.60 4.08 -0.14  0.08
H: -3.41 2.86 -0.47  0.06
H: -1.71 3.05 0.34  0.04
H: -2.17 2.29 1.71  0.07
C: 3.73 -3.28 4.34  -0.10
O: 2.93 -3.35 3.16  -0.22
C: 3.03 -4.58 2.41  -0.14
C: 1.61 -5.27 2.26  -0.44
C: 0.47 -4.29 1.89  -0.07
N: 1.21 -6.05 3.36  0.03
H: 4.74 -3.65 4.13  0.08
H: 3.30 -3.90 5.13  0.09
H: 3.84 -2.28 4.75  0.08
H: 3.35 -4.22 1.43  0.12
H: 3.80 -5.26 2.78  0.12
H: 1.56 -5.90 1.36  0.12
H: 0.89 -3.60 1.15  0.06
H: 0.09 -3.69 2.71  0.08
H: -0.35 -4.82 1.40  0.07
H: 2.03 -6.63 3.49  0.07
H: 0.56 -6.76 3.05  0.08
C: -1.90 -2.00 0.45  -0.11
O: -1.58 -1.94 -0.89  -0.24
C: -0.99 -3.12 -1.42  -0.19
C: -1.22 -3.27 -2.97  -0.49
C: -0.49 -4.45 -3.50  -0.05
N: -0.98 -2.02 -3.55  0.06
H: -2.62 -2.81 0.53  0.10
H: -2.44 -1.07 0.65  0.09
H: -1.01 -2.03 1.09  0.08
H: 0.09 -3.11 -1.26  0.11
H: -1.35 -4.07 -1.03  0.12
H: -2.31 -3.30 -3.00  0.14
H: -1.00 -5.33 -3.10  0.08
H: 0.54 -4.32 -3.17  0.08
H: -0.55 -4.52 -4.59  0.08
H: -0.01 -1.86 -3.30  0.07
H: -1.53 -1.34 -3.03  0.04
C: 5.35 3.41 0.07  -0.14
O: 5.87 2.16 0.05  -0.19
C: 5.57 1.30 1.14  -0.19
C: 4.24 0.59 1.02  -0.42
C: 4.00 -0.52 2.05  -0.05
N: 4.05 0.06 -0.32  0.03
H: 5.30 3.83 1.07  0.09
H: 4.29 3.34 -0.14  0.08
H: 5.91 3.96 -0.69  0.10
H: 6.40 0.60 1.21  0.13
H: 5.70 1.75 2.13  0.13
H: 3.45 1.34 0.98  0.14
H: 3.05 -1.07 1.98  0.07
H: 3.89 -0.13 3.06  0.07
H: 4.82 -1.21 2.24  0.08
H: 4.07 0.85 -0.95  0.07
H: 4.87 -0.48 -0.57  0.09
N: 1.11 1.42 -1.49  0.17
C: 0.17 0.65 -0.95  -0.71
N: 0.87 -0.41 -0.59  0.18
O: -1.00 0.86 -0.97  0.04
H: 1.89 0.91 -1.86  0.10
H: 0.95 2.36 -1.82  0.10
H: 0.19 -1.11 -0.33  0.07
H: 1.85 -0.42 -0.37  0.07
N: -1.31 4.54 -3.46  0.18
C: -0.28 3.85 -3.79  -0.85
N: -0.58 2.63 -3.75  0.16
O: 0.83 4.29 -4.05  0.02
H: -2.15 4.02 -3.26  0.06
H: -1.35 5.54 -3.34  0.12
H: 0.12 2.00 -4.11  0.13
H: -1.53 2.33 -3.88  0.07
N: -3.16 0.51 -2.47  0.19
C: -3.71 1.47 -3.06  -0.85
N: -4.90 1.12 -3.22  0.18
O: -3.24 2.48 -3.45  0.07
H: -3.81 -0.06 -1.95  0.13
H: -2.28 0.67 -2.00  0.05
H: -4.96 0.14 -2.99  0.11
H: -5.61 1.37 -3.89  0.14

## Properties
Spin multiplicity: 1
HOMO in eV: -8.77
LUMO level in eV: 0.443
Net charge: 0
SMILES: COC[C@H](C)N.COC[C@H](C)N.COC[C@H](C)N.COC[C@H](C)N.NC(N)=O.NC(N)=O.NC(N)=O

---

What should be chosen as the least stable of them? Choose entry b.